A cluster of 2 separate species, C7H9ClO2S2 in total. Source: OMol25; level of theory: the ωB97M-V functional and the def2-TZVPD basis.

ORCA input file:
```
! RIJCOSX wB97M-V def2-TZVPD def2/J DEFGRID3
* xyz 0 1
C -1.22995 -0.95933 0.92410
C -0.93768 -1.95302 -0.16702
C -2.19471 0.09378 0.35543
C 1.48582 -0.19957 -0.05733
C 2.10998 0.92396 -0.38217
C 1.62084 1.82881 -1.48244
C 1.22391 3.17676 -0.94468
H -1.76092 -2.45846 2.00859
H -0.28290 -0.42543 1.11593
H -0.59747 -1.49560 -1.09661
H -3.14407 0.17926 0.91963
H 0.58927 -0.55375 -0.55424
H 3.00444 1.22326 0.16317
H 2.43679 1.98892 -2.20540
H 0.77945 1.38456 -2.02505
H 1.97925 3.65522 -0.31178
O -1.74919 -1.48952 2.09819
O -1.93207 0.76116 -0.61080
S -1.11469 -3.54757 -0.01678
S -0.17112 3.93133 -1.22507
Cl 2.03236 -1.25175 1.20476
*
```

Highest occupied orbital energy (eV): -8.8
Max |F| (eV/A): 1.039
Kohn-Sham gap (eV): 7.9
E (a.u.): -1679.06962
SMILES: O=C[C@@H](O)C=S.S=CC/C=C/Cl

A structure of composition C7H9CuN3O5. Source: OMol25; level of theory: the ωB97M-V functional and the def2-TZVPD basis.

ORCA input file:
```
! RIJCOSX wB97M-V def2-TZVPD def2/J DEFGRID3
* xyz -2 2
Cu 0.34633 0.04011 -0.48585
N 0.57574 -0.89586 2.46628
C -0.74794 -1.49256 2.34119
C -1.11690 -2.18329 1.02058
O -1.82492 -3.20892 1.08646
N -0.59733 -1.67856 -0.09049
C -0.83286 -2.42753 -1.30013
C 0.02765 -1.90512 -2.45250
O 0.06698 -2.54852 -3.50609
O 0.64756 -0.80195 -2.24576
H 1.23257 -1.34950 1.84168
H 0.54775 0.07286 2.17260
H -1.49447 -0.71221 2.51585
H -0.90036 -2.25812 3.10943
H -1.88139 -2.38470 -1.62818
H -0.62325 -3.49481 -1.17036
N -1.48176 2.08867 1.12848
C -0.76360 1.40555 0.52883
C 4.35726 1.61116 -0.03629
C 2.91092 1.64047 -0.54029
O 2.52427 2.58680 -1.22458
O 2.23825 0.61773 -0.17859
H 4.89724 2.50241 -0.35171
H 4.85940 0.71815 -0.41148
H 4.35919 1.53777 1.05267
*
```

Highest occupied orbital energy (alpha / beta) (eV): -2.3 / -2.2
Max |F| (eV/A): 0.356
Kohn-Sham gap (alpha / beta) (eV): 8.0 / 7.9
E (a.u.): -2453.21577
Expectation value of S²: 0.75

Copy entry 2 word for word.
A structure of composition C7H9CuN3O5. Source: OMol25; level of theory: the ωB97M-V functional and the def2-TZVPD basis.

ORCA input file:
```
! RIJCOSX wB97M-V def2-TZVPD def2/J DEFGRID3
* xyz -2 2
Cu 0.34633 0.04011 -0.48585
N 0.57574 -0.89586 2.46628
C -0.74794 -1.49256 2.34119
C -1.11690 -2.18329 1.02058
O -1.82492 -3.20892 1.08646
N -0.59733 -1.67856 -0.09049
C -0.83286 -2.42753 -1.30013
C 0.02765 -1.90512 -2.45250
O 0.06698 -2.54852 -3.50609
O 0.64756 -0.80195 -2.24576
H 1.23257 -1.34950 1.84168
H 0.54775 0.07286 2.17260
H -1.49447 -0.71221 2.51585
H -0.90036 -2.25812 3.10943
H -1.88139 -2.38470 -1.62818
H -0.62325 -3.49481 -1.17036
N -1.48176 2.08867 1.12848
C -0.76360 1.40555 0.52883
C 4.35726 1.61116 -0.03629
C 2.91092 1.64047 -0.54029
O 2.52427 2.58680 -1.22458
O 2.23825 0.61773 -0.17859
H 4.89724 2.50241 -0.35171
H 4.85940 0.71815 -0.41148
H 4.35919 1.53777 1.05267
*
```

Highest occupied orbital energy (alpha / beta) (eV): -2.3 / -2.2
Max |F| (eV/A): 0.356
Kohn-Sham gap (alpha / beta) (eV): 8.0 / 7.9
E (a.u.): -2453.21577
Expectation value of S²: 0.75

Which formula does entry 1 have?
C7H9ClO2S2

Look up the max |F| of the second one.
0.356 eV/A

max |F| of number 1 (C7H9ClO2S2)?
1.039 eV/A